Entry 1:
The following is a DFT calculation (ωB97M-V/def2-TZVPD) of C4H6N2O in the gas phase.

Structure (XYZ):
```
13
Properties=species:S:1:pos:R:3:nbo_charge:R:1
H -0.77 -2.72 1.34 0.36
N -0.82 -1.73 1.10 -0.63
C -0.15 -1.47 0.07 0.48
C 0.67 -2.45 -0.65 0.19
N 1.37 -3.23 -1.13 -0.26
O -0.02 -0.26 -0.48 -0.49
C -0.12 0.88 0.38 -0.07
C 0.02 2.10 -0.50 -0.63
H -1.07 0.85 0.93 0.20
H 0.70 0.80 1.11 0.18
H -0.90 2.30 -1.05 0.22
H 0.26 2.98 0.11 0.22
H 0.83 1.94 -1.22 0.22
```

The HOMO-LUMO gap comes out at 11.452 eV. The multiplicity is 1. As for the structure (SMILES): [H]/N=C(\C#N)OCC. Its net charge is 0. The value obtained for the energy is -340.73626 Ha. The calculation puts the LUMO energy at 0.505 eV. For the maximum force, the calculation gives 1.09 eV/A.


Entry 2:
The following is a DFT calculation (ωB97M-V/def2-TZVPD) of a molecular structure, C4H6N2O.

Structure (XYZ):
```
13
Properties=species:S:1:pos:R:3:nbo_charge:R:1
C -2.13 0.00 0.10 -0.65
C -0.74 0.11 -0.40 0.18
N -0.42 -0.53 -1.48 -0.15
O 0.92 -0.68 -1.47 -0.37
C 1.26 0.02 0.01 0.51
N 2.33 -0.56 0.59 -0.81
C 0.30 0.89 0.29 -0.47
H -2.58 -0.89 -0.34 0.24
H -2.20 -0.05 1.19 0.22
H -2.63 0.90 -0.25 0.22
H 2.95 0.10 1.04 0.40
H 2.76 -1.17 -0.09 0.40
H 0.19 1.86 0.82 0.26
```

The HOMO-LUMO gap comes out at 8.952 eV. The multiplicity is 1. Its net charge is 0. The value obtained for the energy is -340.62859 Ha. The calculation puts the LUMO energy at 0.776 eV. For the maximum force, the calculation gives 4.66 eV/A.


Entry 3:
The following is a DFT calculation (ωB97M-V/def2-TZVPD) of C4H6N2O in the gas phase.

Structure (XYZ):
```
13
Properties=species:S:1:pos:R:3:nbo_charge:R:1
C 2.77 0.16 -0.06 0.17
C 0.26 0.65 0.00 -0.40
C -0.93 -0.41 0.14 -0.30
C 1.43 -0.12 -0.55 -0.25
N 3.76 0.42 0.41 -0.39
N -0.12 -1.64 0.32 -0.09
O 1.05 -1.64 -0.43 -0.24
H -0.03 1.35 -0.71 0.21
H 0.40 1.10 0.89 0.22
H -1.35 -0.17 1.07 0.21
H -1.66 -0.42 -0.66 0.23
H 1.56 0.00 -1.59 0.22
H 0.11 -1.99 1.30 0.41
```

The HOMO-LUMO gap (spin up / spin down) comes out at 4.611 / 7.729 eV. The multiplicity is 3. Its net charge is 0. The value obtained for the energy is -340.47092 Ha. The calculation puts the LUMO energy (spin up / spin down) at 0.518 / -2.987 eV. Its expectation value of S² is 2.01. For the maximum force, the calculation gives 6.93 eV/A.


Entry 4:
The following is a DFT calculation (ωB97M-V/def2-TZVPD) of C4H6N2O2 in the gas phase.

Structure (XYZ):
```
14
Properties=species:S:1:pos:R:3:nbo_charge:R:1
C -1.41 -0.19 -1.04 -0.68
C -0.48 -0.36 0.11 0.52
O -0.48 -1.63 0.72 -0.70
O -0.49 0.89 1.02 -0.48
C 0.71 0.53 0.41 0.25
N 1.76 0.10 1.32 -0.82
C 1.15 1.36 -0.80 0.24
N 1.47 2.00 -1.72 -0.30
H -2.39 -0.62 -0.81 0.24
H -1.02 -0.71 -1.92 0.23
H -1.56 0.86 -1.29 0.26
H -0.67 -2.34 0.08 0.50
H 1.48 -0.70 1.90 0.39
H 1.93 0.82 2.02 0.37
```

The HOMO-LUMO gap comes out at 10.738 eV. The multiplicity is 1. As for the structure (SMILES): C[C@]1(O)O[C@]1(N)C#N. Its net charge is 0. The value obtained for the energy is -415.94771 Ha. The calculation puts the LUMO energy at 0.421 eV. For the maximum force, the calculation gives 2.36 eV/A.


Entry 5:
The following is a DFT calculation (ωB97M-V/def2-TZVPD) of C4H6N2O2 in the gas phase.

Structure (XYZ):
```
14
Properties=species:S:1:pos:R:3:nbo_charge:R:1
C -0.63 0.11 2.45 -0.25
O -0.74 0.68 1.19 -0.41
N -0.51 -0.15 0.07 -0.03
N -1.21 0.30 -1.06 -0.44
C -0.28 -0.13 -2.10 0.02
C 0.94 -0.55 -1.60 -0.36
C 0.91 -0.20 -0.22 0.58
O 1.84 -0.27 0.51 -0.55
H 0.19 -0.72 2.55 0.22
H -1.81 -0.35 2.88 0.14
H -0.47 1.02 3.11 0.21
H -1.34 1.40 -1.04 0.39
H -0.74 -0.21 -3.08 0.22
H 1.95 -0.88 -2.21 0.26
```

The HOMO-LUMO gap comes out at 9.374 eV. The multiplicity is 1. As for the structure (SMILES): COn1[nH]ccc1=O. Its net charge is 0. The value obtained for the energy is -415.83433 Ha. The calculation puts the LUMO energy at 0.399 eV. For the maximum force, the calculation gives 4.24 eV/A.


Entry 6:
The following is a DFT calculation (ωB97M-V/def2-TZVPD) of C4H6N2O2 in the gas phase.

Structure (XYZ):
```
14
Properties=species:S:1:pos:R:3:nbo_charge:R:1
C 2.32 0.89 0.81 -0.47
N 1.23 -0.03 0.49 -0.10
N 0.21 0.55 0.05 -0.19
C -0.87 -0.34 -0.24 0.21
C -2.16 0.23 -0.73 -0.65
O -1.05 -1.46 0.70 -0.44
C -0.44 -1.80 -0.41 0.79
O 0.42 -2.55 -0.78 -0.50
H 2.42 1.66 0.04 0.21
H 3.26 0.33 0.86 0.21
H 2.15 1.37 1.78 0.22
H -2.97 0.04 -0.02 0.24
H -2.07 1.31 -0.85 0.24
H -2.44 -0.20 -1.69 0.23
```

The HOMO-LUMO gap comes out at 9.289 eV. The multiplicity is 1. As for the structure (SMILES): C/N=N/[C@]1(C)OC1=O. Its net charge is 0. The value obtained for the energy is -415.90280 Ha. The calculation puts the LUMO energy at -0.261 eV. For the maximum force, the calculation gives 2.78 eV/A.


What did we get for energy relative to the best compared isomer or geometry (same formula, charge and spin)? Answer: 36.80, 104.37, 80.30, 58.30, 129.45, 86.48 kcal/mol, in the order shown.